No. 1
Molecular formula: C36H53BN14O5P
Method: DFT, ωB97M-V with the def2-TZVPD basis set

The value obtained for the maximum force is 10.49 eV/A. The calculation puts the HOMO energy at -0.371 Ha. The LUMO energy comes out at -3.571 eV. The value obtained for the orbital gap is 0.240 hartree. For the calculated total energy, the calculation gives -2911.4107 Ha. As for the net charge: +1.

Last column: Mulliken charge in e.
CARTESIAN COORDINATES (ANGSTROEM)
1 N 1.603 -4.956 3.008  -0.539
2 P 1.150 -3.276 3.536  0.376
3 O 2.475 -2.569 4.485  -0.545
4 C 0.800 -2.164 1.971  0.186
5 C 2.199 -1.579 1.266  -0.491
6 B 3.428 -2.654 1.201  0.970
7 O 3.489 -3.910 0.430  -0.545
8 O 4.665 -2.306 1.985  -0.607
9 C 0.050 -0.758 2.331  -0.076
10 C -1.390 -0.683 3.082  -0.662
11 O -1.702 -1.733 4.045  -0.402
12 C -2.341 -2.914 3.477  0.455
13 C -3.318 -3.023 2.172  -0.072
14 C -3.950 -4.472 1.731  -0.547
15 C -3.654 -5.878 2.533  -0.421
16 C -2.707 -5.798 3.869  -0.319
17 C -2.087 -4.345 4.307  -0.311
18 N -0.314 -0.227 0.927  -0.338
19 C -0.720 -1.498 0.213  -0.765
20 N -1.412 -1.324 -0.955  0.255
21 C -1.712 0.134 -1.345  0.127
22 C -0.555 1.058 -2.116  -0.530
23 C -0.963 2.613 -2.435  -0.308
24 N -2.252 3.317 -2.122  0.063
25 C -3.278 2.460 -1.437  -0.376
26 C -3.152 0.887 -0.996  -0.442
27 N -0.254 -2.709 0.983  0.694
28 C 0.204 -3.787 0.030  -0.037
29 C -1.053 -4.703 -0.582  -0.266
30 O -1.013 -6.096 -0.073  -0.502
31 H 2.559 -5.145 3.381  0.263
32 H 0.890 -5.631 3.363  0.297
33 H 2.375 -1.568 4.303  0.333
34 H 2.531 -0.661 1.934  -0.145
35 H 2.036 -1.162 0.187  0.119
36 H 3.820 -4.600 1.108  0.126
37 H 5.106 -3.152 2.296  0.269
38 H 0.699 0.066 2.867  0.501
39 H -1.357 0.328 3.722  0.316
40 H -2.255 -0.466 2.287  0.155
41 H -3.571 -2.047 1.559  0.260
42 H -4.638 -4.542 0.773  0.309
43 H -4.065 -6.926 2.219  0.313
44 H -2.430 -6.730 4.560  0.308
45 H -1.412 -4.312 5.290  0.318
46 H 0.393 0.392 0.475  0.398
47 H -1.702 -2.157 -1.511  0.304
48 H 0.494 0.563 -2.367  0.378
49 H -0.112 3.274 -2.952  0.311
50 H -4.305 2.996 -1.148  0.316
51 H -3.988 0.268 -0.425  0.304
52 H 0.742 -3.306 -0.919  0.266
53 H 0.964 -4.559 0.472  0.129
54 H -0.981 -4.710 -1.774  0.197
55 H -2.032 -4.129 -0.296  0.056
56 H -0.169 -6.495 -0.441  0.367
57 C -1.307 5.766 -4.910  -0.310
58 C -0.249 4.695 -5.119  0.422
59 N 0.629 3.807 -5.292  -0.528
60 H -0.831 6.742 -4.786  0.284
61 H -1.975 5.803 -5.775  0.278
62 H -1.895 5.539 -4.016  0.012
63 C -3.575 6.140 0.338  -0.639
64 C -2.895 6.242 -1.017  0.491
65 N -2.330 6.326 -2.142  -0.547
66 H -4.115 7.067 0.555  0.242
67 H -4.284 5.308 0.338  0.181
68 H -2.828 5.972 1.119  0.273
69 C -4.514 2.673 -4.997  -0.392
70 C -5.441 3.330 -6.006  0.215
71 N -6.211 3.876 -6.844  -0.447
72 H -3.588 2.364 -5.489  0.279
73 H -4.275 3.377 -4.196  0.019
74 H -4.998 1.793 -4.565  0.311
75 C 6.678 -6.614 -0.632  -0.738
76 C 6.137 -6.110 0.696  0.624
77 N 5.687 -5.692 1.798  -0.621
78 H 5.949 -7.278 -1.104  0.226
79 H 6.876 -5.770 -1.298  0.300
80 H 7.609 -7.165 -0.470  0.277
81 C 7.855 -10.981 -1.460  -0.700
82 C 6.521 -10.320 -1.155  0.403
83 N 5.414 -9.771 -0.902  -0.481
84 H 7.958 -11.899 -0.875  0.270
85 H 7.914 -11.228 -2.523  0.268
86 H 8.674 -10.303 -1.205  0.257
87 C -8.045 6.984 -7.508  -0.546
88 C -9.379 7.645 -7.203  0.282
89 N -10.486 8.194 -6.950  -0.407
90 H -7.942 6.066 -6.924  0.165
91 H -7.986 6.737 -8.572  0.256
92 H -7.226 7.662 -7.254  0.252
93 C 4.463 2.454 1.945  -0.298
94 C 3.177 2.798 2.679  0.390
95 N 2.110 3.083 3.287  -0.495
96 H 4.509 3.000 0.999  0.282
97 H 5.326 2.728 2.557  0.013
98 H 4.499 1.381 1.738  0.107
99 C 7.556 4.097 5.458  -0.684
100 C 7.722 3.014 4.404  0.379
101 N 7.860 2.116 3.530  -0.459
102 H 7.669 3.665 6.457  0.261
103 H 8.313 4.873 5.318  0.264
104 H 6.564 4.548 5.376  0.270
105 C -2.847 10.797 1.526  -0.715
106 C -3.819 9.741 1.027  0.451
107 N -4.625 8.864 0.613  -0.599
108 H -2.158 10.357 2.253  0.259
109 H -2.271 11.199 0.688  0.270
110 H -3.396 11.613 2.005  0.278

***

No. 2
Molecular formula: C36H53N2O7SSi2Ti
Method: DFT, ωB97M-V with the def2-TZVPD basis set

The value obtained for the maximum force is 0.67 eV/A. The calculation puts the HOMO energy at -0.354 Ha. The LUMO energy comes out at -2.161 eV. The value obtained for the orbital gap is 0.275 hartree. For the calculated total energy, the calculation gives -3866.3621 Ha. As for the net charge: +1. The value obtained for the energy relative to the best compared isomer or geometry (same formula, charge and spin) is 28.13 kJ/mol.

Last column: Mulliken charge in e.
CARTESIAN COORDINATES (ANGSTROEM)
1 Ti -0.424 0.499 -0.650  0.675
2 C 1.026 -3.537 -4.202  -1.037
3 N 0.676 -2.175 -3.794  0.317
4 C 1.002 -1.095 -4.729  -1.199
5 C 0.305 -1.888 -2.555  0.157
6 O 0.140 -0.722 -2.190  0.197
7 C 0.083 -3.014 -1.554  -1.793
8 O -0.861 -2.704 -0.565  0.024
9 C -2.215 -2.900 -0.882  -1.342
10 C -2.918 -1.584 -1.215  0.329
11 O -2.265 -0.535 -1.251  -0.443
12 N -4.220 -1.637 -1.477  0.282
13 C -4.962 -0.418 -1.798  -0.791
14 C -4.963 -2.894 -1.444  -0.999
15 H 1.456 -3.485 -5.197  0.413
16 H 0.147 -4.180 -4.249  0.297
17 H 1.770 -3.976 -3.537  0.361
18 H 0.518 -1.298 -5.683  0.443
19 H 2.082 -1.044 -4.877  0.443
20 H 0.652 -0.147 -4.334  0.248
21 H 1.038 -3.141 -1.037  0.300
22 H -0.159 -3.951 -2.062  0.662
23 H -2.695 -3.340 -0.004  0.395
24 H -2.349 -3.611 -1.705  0.450
25 H -4.299 0.434 -1.701  -0.078
26 H -5.790 -0.305 -1.097  0.430
27 H -5.358 -0.483 -2.812  0.394
28 H -4.918 -3.365 -0.461  0.341
29 H -4.605 -3.595 -2.200  0.313
30 H -6.004 -2.678 -1.661  0.402
31 C -4.515 0.849 1.853  -1.732
32 C -3.430 1.808 1.376  1.946
33 C -3.571 3.181 2.028  -1.776
34 O -3.479 1.919 -0.044  -0.384
35 C -2.054 1.260 1.780  -0.689
36 O -1.891 0.774 2.882  -0.509
37 O -1.093 1.356 0.895  -0.278
38 H -5.497 1.285 1.662  0.409
39 H -4.418 0.645 2.918  0.346
40 H -4.443 -0.094 1.306  0.250
41 H -4.553 3.601 1.790  0.503
42 H -2.799 3.860 1.665  0.390
43 H -3.493 3.098 3.111  0.419
44 H -4.066 2.651 -0.261  0.342
45 C 2.808 1.912 0.599  -0.585
46 Si 2.005 1.322 -1.001  1.657
47 C 2.971 -0.161 -1.682  -0.750
48 C 2.205 2.684 -2.288  0.049
49 C 3.446 3.136 -2.752  -0.693
50 C 3.522 4.141 -3.700  -0.749
51 C 2.354 4.717 -4.197  -0.739
52 C 1.122 4.282 -3.738  -0.941
53 C 1.035 3.259 -2.786  0.897
54 Si -0.596 2.688 -2.034  2.195
55 C -1.806 2.333 -3.450  -1.312
56 C -1.234 4.166 -1.045  -1.283
57 H 3.721 2.463 0.352  0.502
58 H 3.087 1.097 1.268  -0.298
59 H 2.149 2.592 1.144  0.327
60 H 4.047 0.033 -1.620  0.677
61 H 2.724 -0.314 -2.734  0.055
62 H 2.773 -1.077 -1.123  -0.198
63 H 4.366 2.701 -2.370  0.387
64 H 4.485 4.487 -4.055  0.417
65 H 2.413 5.507 -4.935  0.414
66 H 0.221 4.750 -4.126  0.359
67 H -1.908 3.225 -4.076  0.468
68 H -2.798 2.073 -3.070  0.182
69 H -1.463 1.515 -4.088  0.226
70 H -0.952 5.075 -1.585  0.575
71 H -0.771 4.210 -0.057  0.242
72 H -2.315 4.165 -0.917  0.252
73 O 0.789 -0.723 0.697  -1.379
74 S 0.974 -0.749 2.206  0.259
75 C 2.382 -1.836 2.498  -1.101
76 C 3.681 -1.092 2.400  -0.114
77 C 4.516 -1.270 1.305  0.150
78 C 5.693 -0.542 1.194  -0.728
79 C 6.039 0.368 2.181  -0.464
80 C 5.213 0.543 3.284  -0.782
81 C 4.040 -0.185 3.393  0.073
82 C -0.331 -1.858 2.786  -0.139
83 C -0.305 -1.990 4.283  -0.175
84 C 0.029 -3.207 4.871  -0.082
85 C 0.080 -3.330 6.252  -0.801
86 C -0.198 -2.232 7.053  -0.415
87 C -0.532 -1.016 6.472  -1.012
88 C -0.588 -0.891 5.091  -0.093
89 H 2.303 -2.650 1.772  0.499
90 H 2.217 -2.239 3.500  0.711
91 H 4.248 -1.984 0.535  0.289
92 H 6.340 -0.688 0.338  0.429
93 H 6.955 0.938 2.095  0.401
94 H 5.484 1.249 4.058  0.418
95 H 3.392 -0.041 4.252  0.438
96 H -0.183 -2.815 2.281  0.600
97 H -1.244 -1.382 2.424  -0.124
98 H 0.246 -4.066 4.245  0.414
99 H 0.336 -4.281 6.701  0.412
100 H -0.156 -2.325 8.131  0.408
101 H -0.754 -0.160 7.096  0.432
102 H -0.864 0.051 4.632  0.715